Formula: C21H55CrO19S6
Source: OMol25
Level of theory: ωB97M-V with the def2-TZVPD basis set

```
102
Properties=species:S:1:pos:R:3
Cr 18.96885 -2.32015 -7.43374
C 14.84897 -3.73236 -7.61517
C 16.31222 -4.15908 -7.64756
C 16.53923 -5.34264 -8.61343
O 17.18432 -3.12318 -7.83735
H 14.68233 -3.00645 -6.81721
H 14.22358 -4.61983 -7.52895
H 14.60839 -3.18821 -8.53754
H 16.47798 -4.64092 -6.65286
H 16.03518 -5.12015 -9.56108
H 16.21390 -6.28126 -8.16552
H 17.60369 -5.42324 -8.83927
O 21.55456 -0.55525 -4.35026
S 21.59578 -0.54453 -5.76173
O 20.72925 -1.39144 -6.53508
O 21.42712 0.94328 -6.21128
C 21.52680 1.30773 -7.62594
C 21.15692 2.76203 -7.72636
C 23.25323 -0.81580 -6.32028
H 20.91069 0.67335 -8.26411
H 22.59536 1.21011 -7.82120
H 20.12146 2.94612 -7.47176
H 21.42968 3.08971 -8.72860
H 21.70386 3.34741 -6.98468
H 23.32026 -0.75655 -7.40266
H 23.62198 -1.75115 -5.90490
H 23.84088 -0.01685 -5.86822
O 18.10126 -0.30231 -6.81334
S 17.40844 0.93605 -6.98550
O 17.75402 2.15899 -6.34400
O 17.30546 1.14605 -8.54725
C 16.74251 2.34315 -9.13906
C 17.84550 3.28653 -9.55284
C 15.70574 0.60040 -6.62754
H 16.02872 2.84493 -8.48734
H 16.24070 1.97686 -10.03321
H 18.72471 2.71464 -9.84522
H 18.13185 3.91726 -8.71072
H 17.60090 3.95922 -10.37316
H 15.61346 0.46222 -5.55252
H 15.39952 -0.29824 -7.15872
H 15.09330 1.44993 -6.92156
O 18.81987 -1.39612 -9.39401
S 18.04676 -1.02589 -10.54722
O 18.30831 0.21000 -11.19631
O 18.30289 -2.13633 -11.64002
C 18.40577 -3.50976 -11.21793
C 18.90517 -4.34047 -12.36973
C 16.31081 -1.20672 -10.31509
H 17.43465 -3.82195 -10.82264
H 19.03972 -3.69942 -10.34843
H 19.94867 -4.09752 -12.57891
H 18.33329 -4.14283 -13.27593
H 18.89735 -5.40217 -12.12556
H 15.80662 -0.86938 -11.21839
H 16.00916 -0.52432 -9.52499
H 16.08128 -2.23859 -10.07115
O 20.86130 -2.98600 -8.83993
S 22.04477 -2.93279 -9.63282
O 22.06450 -3.43428 -10.96302
O 22.46140 -1.38459 -9.71134
C 22.60734 -0.79729 -11.02022
C 23.17103 0.60739 -10.87033
C 23.39667 -3.58920 -8.70516
H 21.69658 -0.76690 -11.61787
H 23.32887 -1.38013 -11.59325
H 23.04983 1.17527 -11.79238
H 24.26010 0.56579 -10.78441
H 22.74430 1.12084 -10.01118
H 23.00664 -4.51393 -8.27628
H 23.69194 -2.91550 -7.90933
H 24.18769 -3.80680 -9.41683
O 21.39045 -5.92365 -6.05345
S 20.06313 -5.59900 -6.44514
O 19.75801 -4.22085 -6.68281
O 19.66317 -6.39494 -7.75832
C 20.69670 -6.58615 -8.74621
C 20.27604 -7.62930 -9.75245
C 18.82916 -6.25987 -5.37385
H 21.64821 -6.91393 -8.32259
H 20.87341 -5.61435 -9.21382
H 20.29865 -8.62371 -9.31332
H 21.01608 -7.60520 -10.55605
H 19.31802 -7.40522 -10.21915
H 17.91005 -6.33046 -5.95017
H 18.72050 -5.56038 -4.54816
H 19.16419 -7.24613 -5.06510
O 17.43359 -3.72766 -3.30838
S 17.78344 -2.47424 -3.88550
O 18.48077 -2.43631 -5.12617
O 16.47091 -1.63656 -4.13853
C 15.54128 -1.50834 -3.01488
C 14.23530 -2.12080 -3.46462
C 18.68347 -1.50193 -2.72569
H 15.45060 -0.44403 -2.80558
H 15.91792 -2.03051 -2.13696
H 14.01849 -1.94194 -4.51693
H 13.38376 -1.73650 -2.89759
H 14.20591 -3.19966 -3.30880
H 19.12095 -0.64864 -3.23967
H 19.50061 -2.08640 -2.31124
H 18.02041 -1.12623 -1.94935
```

Summary:
Relative energy (zero: lowest compared OMol25 entry of this formula, charge and spin): 6.79 kJ/mol
Energy: -5696.08266 a.u.
2S+1: 5
LUMO level (alpha / beta): -1.7 / -1.7 eV
Net charge: +1